Entry from the OMol25 dataset: a structure of composition C53H112F4N9O13S4 (the ωB97M-V functional and the def2-TZVPD basis).

As for the net charge: +5. The value obtained for the electronic energy is -5545.81501 Ha. The frontier orbital gap is 0.57 eV. For the LUMO energy, the calculation gives -10.435 eV. The calculation puts the HOMO energy at -11.01 eV.

XYZ file:
```
195
Properties=species:S:1:pos:R:3:forces:R:3:lowdin_charge:R:1
C 3.393 -10.790 8.457 3.27 4.80 4.16 0.016
C 2.656 -9.664 9.396 -4.71 -2.71 -2.99 -0.184
C 0.190 -8.355 5.209 -0.16 2.66 -0.73 0.117
C -1.102 -8.138 5.046 6.43 0.37 0.33 -0.059
C -2.090 -8.854 4.626 -9.78 -3.81 -0.70 -0.134
C 1.315 -10.150 9.773 2.85 1.49 -2.14 -0.389
N 2.309 -11.145 10.805 0.54 -3.23 -3.20 0.046
O 2.372 -10.909 11.873 0.04 1.87 5.62 0.234
C 0.821 -11.433 8.986 -1.10 0.13 2.38 -0.065
C 0.546 -8.963 10.319 -4.92 -3.26 -2.63 -0.055
C 2.949 -8.392 10.049 3.28 1.09 -2.36 -0.044
H 4.389 -10.803 9.075 -1.21 -0.63 -1.34 0.129
H 3.680 -10.291 7.544 -0.27 -0.46 -0.54 0.083
H 2.885 -11.710 8.522 -0.13 -0.51 -0.79 0.002
H 0.418 -8.626 6.201 0.37 -1.42 1.58 0.061
H 1.117 -7.993 4.723 -0.98 0.18 -0.23 0.116
H 1.895 -13.078 6.029 -0.17 0.47 0.18 -0.284
H -2.638 -9.309 5.665 1.80 -0.26 -1.48 0.211
H -3.205 -8.463 4.837 1.62 0.62 -1.54 0.137
H -2.171 -9.592 3.675 0.81 1.47 2.69 0.178
H 1.501 -12.243 9.225 0.52 0.17 -1.02 0.056
H 0.650 -11.208 7.945 0.18 -0.35 -0.38 0.041
H 0.002 -12.011 9.454 -0.74 1.35 -0.19 0.106
H 0.693 -7.939 9.945 0.40 -0.74 0.53 0.089
H 0.293 -9.138 11.365 -0.27 0.67 -0.01 0.101
H -0.384 -9.306 9.613 0.88 1.24 2.26 0.145
H 2.266 -7.987 10.790 0.77 -0.66 0.17 0.079
H 3.178 -7.496 9.323 -0.26 -1.82 1.06 0.165
H 3.926 -8.774 10.333 0.97 1.32 1.30 0.106
C 3.225 14.175 -5.485 -3.60 -6.60 1.90 0.012
C 4.166 14.425 -4.547 3.48 3.31 2.36 -0.369
N 5.550 13.917 -4.877 2.62 -0.96 1.23 -0.185
C 6.128 14.539 -6.150 0.79 -1.80 -0.84 -0.002
C 6.554 14.090 -3.533 -1.04 -0.52 -2.46 -0.102
C 7.961 13.779 -3.854 1.47 -0.68 -1.46 -0.110
C 5.449 12.290 -5.104 -0.17 0.09 -2.31 -0.170
C 4.020 12.018 -5.056 -1.78 2.14 1.29 -0.013
O 3.946 10.815 -2.332 0.53 -2.46 0.26 0.032
C 4.148 9.738 -1.924 -0.56 -0.42 -1.03 0.050
H 3.146 14.275 -6.443 0.86 2.03 -5.90 0.023
H 2.134 13.870 -3.208 -0.05 -0.25 0.07 0.120
H 2.436 13.385 -5.411 -0.08 1.50 1.71 0.064
H 3.827 14.049 -3.587 0.25 0.30 0.40 0.009
H 4.422 15.514 -4.507 -0.45 -0.38 0.53 0.162
H 7.066 13.967 -6.295 -0.67 0.03 -0.31 0.088
H 6.531 15.557 -6.216 -1.02 0.17 1.02 0.112
H 5.430 14.333 -7.022 0.80 0.26 1.25 0.125
H 6.444 13.222 -2.904 -2.02 0.24 0.67 0.104
H 6.346 15.082 -3.147 -0.02 -0.21 0.23 0.133
H 8.455 14.518 -4.475 0.15 -0.06 -0.31 0.081
H 8.104 12.711 -4.292 -0.25 1.90 0.76 0.128
H 8.463 13.831 -2.898 0.40 -0.22 0.29 0.093
H 5.819 11.759 -4.213 0.84 0.61 -0.65 0.100
H 5.894 11.973 -6.120 -0.11 0.80 1.86 0.152
H 3.326 11.736 -5.924 1.35 -0.41 1.92 0.121
H 3.863 12.224 -3.873 -1.67 -1.18 -3.28 0.074
H 7.502 4.718 6.437 0.03 -0.02 0.00 -0.094
H 4.147 8.536 -2.401 0.02 2.84 0.75 0.169
H 16.758 1.660 7.517 -0.06 0.02 0.00 0.110
C 3.468 -9.412 -2.551 -0.11 0.59 -2.00 -0.032
C 4.726 -8.622 -2.495 0.00 -0.25 -1.93 -0.173
N 4.805 -7.332 -3.214 -0.35 2.70 -1.18 -0.243
C 4.792 -7.393 -4.718 -0.81 -3.04 0.76 0.050
C 3.655 -6.433 -2.690 -0.45 -0.45 -1.03 -0.137
C 3.439 -5.102 -3.354 1.33 1.57 -0.84 -0.060
C 6.082 -6.622 -2.851 0.27 -0.32 1.65 -0.094
C 7.413 -7.301 -3.170 -0.70 1.95 -0.21 -0.178
O 7.683 -6.941 -4.505 0.52 0.56 0.35 -0.220
C 9.037 -7.041 -4.926 1.05 1.00 -0.09 -0.078
H 2.593 -8.856 -2.334 -0.78 0.18 0.89 0.070
H 3.739 -10.156 -1.892 -0.44 -1.85 1.91 0.075
H 3.249 -9.943 -3.474 0.38 0.19 -0.42 0.099
H 5.527 -9.273 -2.799 0.49 0.02 -0.34 0.136
H 4.916 -8.335 -1.520 0.36 0.41 2.20 0.119
H 4.655 -6.536 -5.322 0.29 1.37 0.31 0.105
H 4.015 -8.085 -5.005 -0.68 -0.11 0.07 0.108
H 5.667 -7.951 -4.946 1.00 0.07 -0.64 0.096
H 3.908 -6.284 -1.661 -0.27 -0.06 0.70 0.129
H 2.735 -6.987 -2.839 0.09 -0.32 0.42 0.119
H 2.767 -4.449 -2.802 -0.13 -0.40 0.52 0.089
H 3.058 -5.029 -4.383 0.08 -0.84 0.25 0.092
H 4.386 -4.537 -3.379 -0.30 -0.03 0.04 0.086
H 6.021 -6.402 -1.775 -0.03 -0.17 -0.26 0.149
H 6.067 -5.705 -3.370 0.01 1.08 -0.56 0.114
H 7.239 -8.329 -3.116 0.54 -1.95 0.46 0.097
H 8.145 -6.920 -2.409 -0.31 -0.51 -0.86 0.160
H 9.140 -6.331 -5.810 -0.09 -1.34 0.91 0.115
H 9.256 -8.095 -5.138 0.22 0.34 -0.36 0.092
H 9.799 -6.675 -4.159 -1.17 -0.41 -0.64 0.109
C -4.483 1.114 -12.153 -0.56 -5.95 -1.48 -0.020
C -3.471 -0.249 -12.157 1.65 3.20 -5.39 -0.167
N -3.757 -1.522 -12.940 -0.94 0.81 0.86 -0.215
C -2.626 -2.276 -13.437 0.79 0.58 -3.20 -0.088
C -7.783 -3.039 -4.782 4.70 2.53 2.58 -0.026
C -6.899 -2.227 -4.129 1.04 -1.81 -2.37 -0.058
C -4.661 -2.325 -12.214 -2.73 1.32 -0.02 -0.234
C -5.652 -3.140 -13.126 -0.18 1.46 -1.01 -0.052
O -6.306 -4.248 -12.402 -0.58 1.39 4.55 0.039
C -6.748 -4.009 -11.174 0.30 -0.84 -6.64 0.287
H -4.023 2.014 -11.869 0.94 0.93 -0.10 0.044
H -5.290 0.867 -11.446 0.02 0.38 -0.37 0.046
H -4.820 0.933 -13.210 -0.15 1.45 1.00 0.085
H -3.050 -0.378 -11.264 1.07 -1.31 4.15 0.047
H -2.521 0.143 -12.714 -1.72 -0.43 0.69 0.132
H -2.364 -3.159 -12.901 1.26 0.15 2.14 0.067
H -1.868 -1.512 -13.831 -0.54 -1.64 1.13 0.124
H -2.777 -2.969 -14.338 -0.98 1.73 0.06 0.104
H -7.474 -3.887 -5.274 0.32 -1.72 -1.19 0.028
H -8.714 -2.765 -4.570 -4.25 0.42 0.07 -0.013
H -5.778 -2.324 -4.260 -1.46 -0.06 0.35 0.071
H -4.468 1.250 13.294 -0.05 -0.04 -0.02 -0.014
H -7.227 -1.338 -3.656 -0.37 0.66 0.59 0.017
H -5.321 -1.580 -11.691 0.40 -0.78 -0.13 0.124
H -4.240 -2.944 -11.446 0.60 -0.97 0.56 0.121
H -5.188 -3.661 -13.963 0.04 0.20 0.13 0.135
H -6.442 -2.403 -13.526 0.97 -1.44 0.63 0.178
H -7.011 -3.023 -10.915 0.60 1.38 0.86 0.124
H -7.258 -4.844 -10.826 -0.30 -1.63 1.43 0.118
H -12.264 -4.819 11.593 0.05 0.04 0.01 0.015
C -1.427 7.251 7.286 0.97 1.34 -0.49 -0.059
C -0.089 6.514 7.441 0.56 -0.05 -0.94 -0.086
N 0.972 7.103 6.410 0.13 1.29 -0.08 -0.204
C 0.478 6.965 4.968 -0.68 -0.51 0.91 0.033
C 1.068 8.563 6.824 -0.71 1.69 -0.33 -0.192
C 1.256 8.903 8.312 0.23 -0.01 0.83 -0.072
C 2.416 6.647 6.427 -0.03 -1.88 -0.19 -0.080
C 2.656 5.165 6.048 0.49 0.91 1.20 -0.220
O 2.563 5.028 4.696 1.09 0.60 -1.43 -0.204
C 2.194 3.789 4.109 0.83 0.20 0.33 -0.059
H -1.472 8.279 7.728 0.29 -0.94 -0.33 0.095
H -2.114 6.664 7.785 -1.52 -1.22 1.39 0.050
H -1.878 7.295 6.294 0.53 -0.09 -0.18 0.085
H -0.200 5.415 7.298 0.23 1.01 -0.15 0.110
H 0.344 6.741 8.421 -0.07 -0.33 -0.28 0.115
H -0.322 7.650 4.813 -0.84 0.37 0.23 0.084
H 0.122 5.937 4.855 0.11 0.27 -0.03 0.094
H 1.179 7.209 4.193 1.02 -0.07 0.26 0.105
H 0.178 9.150 6.478 0.39 -1.04 0.29 0.138
H 1.839 9.024 6.231 0.68 -0.18 -0.19 0.118
H 0.288 8.929 8.841 0.52 -0.15 -0.14 0.082
H 1.709 9.884 8.463 -0.41 0.37 -0.73 0.090
H 1.996 8.359 8.928 -0.53 -0.64 -0.63 0.092
H 2.876 6.804 7.379 -0.32 0.15 0.97 0.120
H 3.051 7.237 5.750 -0.82 0.07 -0.17 0.148
H 1.978 4.459 6.482 -0.62 -0.26 0.96 0.116
H 3.655 5.006 6.500 -0.04 -0.46 -0.53 0.131
H 1.652 3.211 4.826 -0.14 -0.75 0.60 0.064
H 3.066 3.199 3.680 -1.12 0.90 0.39 0.120
H 1.442 4.136 3.441 -0.26 -0.58 -1.40 0.069
C -3.128 0.626 2.353 1.70 1.59 -0.02 0.040
N -4.397 0.368 1.590 0.75 -0.33 1.84 -0.041
C -5.513 1.035 1.942 -0.19 1.19 -0.48 0.059
C -6.720 0.799 1.275 0.44 0.24 0.74 0.054
C -6.752 -0.243 0.380 0.29 -1.83 -0.52 -0.129
C -5.588 -0.998 0.141 -0.63 0.49 -0.59 0.064
C -4.393 -0.648 0.724 -1.26 -0.44 0.11 0.030
C -8.023 -0.744 -0.229 -0.55 -0.39 -0.58 -0.077
C -8.272 -2.055 -0.729 -1.18 0.34 0.53 0.064
C -9.550 -2.435 -1.166 2.44 2.02 0.76 0.004
N -10.540 -1.549 -1.216 0.44 -0.07 0.67 -0.078
C -10.345 -0.328 -0.691 -0.55 0.14 -0.75 0.025
C -9.130 0.102 -0.266 0.39 -0.37 0.81 0.035
C -11.826 -2.140 -1.540 -0.81 0.58 0.25 0.045
H -2.703 -0.114 3.052 -1.31 -0.55 -0.39 0.124
H -3.295 1.542 2.969 0.33 -0.52 -0.77 0.068
H -2.240 0.730 1.648 -1.43 0.30 0.50 0.127
H -5.408 1.853 2.684 0.02 -0.69 -0.40 0.160
H -7.619 1.365 1.518 0.51 -0.04 0.18 0.132
H -5.681 -1.817 -0.562 0.47 -0.04 0.20 0.125
H -3.513 -1.263 0.702 0.65 -0.10 -0.36 0.095
H -7.663 -2.918 -0.599 1.10 -0.07 -0.03 0.123
H -9.762 -3.437 -1.387 -0.31 -1.14 -0.52 0.141
H -11.151 0.368 -0.602 -0.77 -0.11 -0.26 0.155
H -9.152 1.041 0.252 0.30 0.46 -0.26 0.126
H -12.575 -1.365 -1.653 -0.09 -0.02 -0.08 0.117
H -12.063 -2.771 -0.694 -0.44 -0.25 -0.02 0.122
H -11.713 -2.715 -2.443 -0.16 -0.16 -0.29 0.110
N -2.986 3.267 4.495 -1.77 0.18 0.85 -0.320
S -1.524 3.084 4.892 1.47 1.03 -0.34 0.420
O -1.014 4.040 5.837 0.21 -0.66 -0.23 -0.294
O -0.863 2.841 3.669 1.45 0.05 -1.15 -0.283
F -1.401 1.694 5.570 -0.37 -0.68 1.07 -0.143
S -4.047 3.871 5.514 -0.26 1.38 0.31 0.517
O -5.254 3.889 4.742 0.01 0.80 0.37 -0.304
O -3.598 4.933 6.403 -0.84 -1.11 -1.95 -0.280
F -4.298 2.724 6.514 0.02 -1.25 0.76 -0.149
N 0.348 -3.182 0.775 0.91 -0.60 0.20 -0.302
S -0.814 -2.224 0.467 -1.75 -1.84 0.52 0.465
O -0.355 -0.912 0.484 0.57 2.88 1.02 -0.260
O -2.121 -2.529 1.079 1.77 0.33 -0.94 -0.334
F -1.015 -2.392 -1.072 -0.80 -0.90 -1.08 -0.172
S 0.305 -4.744 0.916 3.66 0.69 1.55 0.488
O -0.988 -5.234 0.840 -2.90 -1.71 0.08 -0.265
O 1.259 -5.181 1.926 -1.51 0.54 -1.34 -0.306
F 0.991 -5.298 -0.428 -0.02 0.54 -0.04 -0.210
```
Positions in Å, forces in eV/Å.